1.
# C33H78O2P

5 unconnected molecules or ions with the total composition C33H78O2P (the ωB97M-V functional and the def2-TZVPD basis, OMol25).

```
114
Properties=species:S:1:pos:R:3:forces:R:3
C -4.749 2.909 1.064 0.0 0.0 0.0
H -0.248 -7.322 -0.434 0.0 0.0 0.0
H 2.247 2.327 8.122 0.0 0.0 0.0
H 1.010 0.617 -1.784 0.0 0.0 0.0
H 3.727 4.696 -3.774 0.0 0.0 -0.1
H 0.671 2.250 8.897 0.0 0.0 0.0
C 0.460 -2.949 2.297 0.0 0.0 0.0
C -3.532 3.154 -4.693 0.0 0.0 0.2
H -6.315 0.590 1.330 0.0 0.0 0.0
H -2.033 4.311 -6.676 -0.1 0.0 0.0
H 3.541 0.430 5.033 0.0 0.0 0.0
H 0.622 -0.982 3.154 0.0 0.0 0.0
H -1.994 3.523 0.907 0.0 0.0 0.0
H -2.803 5.171 -4.364 0.0 0.0 -0.1
H 2.275 2.768 -5.919 0.0 0.0 0.0
C -1.951 3.488 -0.183 0.0 -0.1 0.0
C 1.382 1.685 8.293 0.0 0.0 0.0
H -1.894 -7.116 -0.981 0.0 0.0 0.0
H -4.645 3.884 -0.850 0.0 0.0 0.0
C -4.425 2.896 -0.432 0.0 0.0 0.0
H 0.396 2.097 6.423 0.0 0.0 0.0
H -4.495 3.593 -4.435 0.0 0.0 0.0
H 0.864 -1.602 -0.618 0.0 0.0 0.0
H -0.939 3.184 -0.459 0.0 0.0 0.0
C 2.959 1.113 5.660 0.0 0.0 0.0
C -5.241 0.408 1.259 0.0 0.0 0.0
H -2.366 -5.604 0.969 0.0 0.0 0.0
H -4.673 1.733 2.853 0.0 0.0 0.0
C 2.727 1.986 -3.939 0.0 0.1 0.0
H -2.772 -8.176 1.064 0.0 0.0 0.0
H 2.612 0.986 -3.523 0.0 0.0 -0.1
C -2.393 4.175 -4.547 -0.1 0.1 0.0
C -0.818 -0.861 1.580 0.0 0.0 0.0
H -3.379 1.376 1.737 0.0 0.0 0.0
C -0.558 2.989 -5.819 0.1 0.1 -0.1
H 1.979 -0.507 6.666 0.0 0.0 0.0
C 0.911 -9.990 0.958 0.0 0.0 0.0
H 3.689 2.862 4.659 0.0 0.0 0.0
H -2.862 2.481 -1.842 0.0 0.0 0.0
C 0.264 0.430 -1.007 0.0 0.0 -0.1
C -1.456 4.225 -5.753 0.1 -0.1 0.2
H 4.857 1.468 -3.790 0.1 0.1 0.0
C 1.939 2.208 3.595 0.0 0.0 0.0
H -5.019 -0.498 1.825 0.0 0.0 0.0
H -0.763 0.232 1.598 0.0 0.0 0.0
H -0.698 -5.786 1.513 0.0 0.0 0.0
H 6.114 5.609 -4.874 0.0 0.0 0.0
H -1.361 -2.405 0.167 0.0 0.0 0.0
H 2.448 2.669 -3.128 0.1 0.0 0.0
C 0.750 1.226 6.984 0.0 0.0 0.0
H -1.656 -1.128 2.232 0.0 0.0 0.0
H 7.753 2.205 -4.529 0.2 0.0 0.0
C 0.471 -1.431 2.168 0.0 0.0 0.1
H -2.779 1.509 -0.390 0.0 0.0 0.0
H 0.945 1.799 3.787 0.0 0.0 0.0
C -1.271 -7.153 -0.084 0.0 0.0 0.0
C -0.902 -8.556 2.045 0.0 0.0 0.0
C -0.049 -1.056 -0.872 0.0 0.0 0.0
C -2.982 2.521 -0.754 0.0 0.1 -0.1
H -0.372 -3.280 2.923 0.0 0.0 0.0
H 1.136 0.037 5.237 0.0 0.0 0.0
H -5.093 2.199 -0.945 0.0 0.0 0.0
H -0.380 -1.451 -1.836 0.0 0.0 0.0
H -1.038 -4.997 -0.022 0.0 0.0 0.0
H 1.807 3.148 3.057 0.0 0.0 0.0
H -1.717 -9.239 0.166 0.0 0.0 0.0
H -1.304 -9.429 2.568 0.0 0.0 0.0
H 0.479 -9.910 -0.041 0.0 0.0 0.0
H -0.063 2.951 -6.795 0.0 0.0 0.0
H -4.199 3.717 1.553 0.0 0.0 0.0
C -1.727 -8.331 0.775 0.0 0.0 0.0
H 2.195 3.131 5.522 0.0 0.0 0.0
H -2.106 4.504 -0.554 -0.1 0.0 0.0
H -3.627 2.764 -5.709 0.1 0.1 0.0
C 2.719 2.411 4.889 0.0 0.0 0.0
H -2.065 -0.841 -0.160 0.0 0.0 0.0
H 5.813 4.269 -6.020 0.0 0.1 0.0
C -4.450 1.598 1.791 0.0 0.0 0.0
H 1.499 1.246 -5.552 0.1 0.0 0.0
C 1.688 0.391 6.113 0.0 0.0 0.0
C 4.213 2.178 -4.314 0.0 -0.2 0.1
H -0.830 5.122 -5.694 0.0 0.0 0.0
P 4.810 3.817 -3.873 0.1 -0.1 0.0
H -0.140 0.630 7.203 0.0 0.0 0.0
O 7.359 4.043 -4.671 0.0 0.0 0.0
H 4.398 2.047 -5.382 -0.1 0.0 0.0
H 1.987 -10.120 0.839 0.0 0.0 0.0
H -3.378 2.305 -4.026 -0.1 -0.1 -0.1
C 1.770 2.212 -5.121 0.0 0.0 0.0
C -1.346 -5.812 0.636 0.0 0.0 0.0
H 3.586 1.329 6.529 0.0 0.0 0.0
H 1.328 -1.118 1.563 0.0 0.0 0.0
H 0.099 2.476 -3.814 0.0 0.1 0.0
H 1.383 -3.316 2.747 0.0 0.0 0.0
H -1.806 3.934 -3.655 0.0 0.1 0.0
H 0.515 -10.897 1.418 0.0 0.0 0.0
H -1.039 -7.711 2.725 0.0 0.0 0.0
H 2.460 1.509 2.934 0.0 0.0 0.0
H 1.026 -7.875 1.344 0.0 0.0 0.0
C -1.141 -1.334 0.162 0.0 0.0 0.0
H 0.759 3.981 -4.417 0.0 0.0 0.0
C 0.501 2.955 -4.712 -0.1 -0.1 0.1
H -5.008 0.203 0.212 0.0 0.0 0.0
H -0.645 0.977 -1.267 0.0 0.1 0.0
H 0.646 0.848 -0.074 0.0 0.0 0.0
H 1.715 0.829 8.885 0.0 0.0 0.0
H 0.355 -3.432 1.324 0.0 0.0 0.0
C 6.083 4.524 -4.992 0.2 0.0 -0.1
C 0.593 -8.766 1.809 0.0 0.0 0.0
H -1.175 2.090 -5.741 0.0 0.0 -0.1
O 7.465 2.747 -5.279 -0.3 0.0 0.1
H 5.395 3.786 -2.605 -0.1 0.1 0.0
H -5.809 3.153 1.186 0.0 0.0 0.0
H 1.085 -8.866 2.780 0.0 0.0 0.0
```
Forces are in eV/Å.

Values from the calculation:
HOMO energy	-12.0	eV
Kohn-Sham gap	8.953	eV
E_LUMO	-3.089	eV
net charge	+1

2.
# C19H28CeIO2

A molecular structure, C19H28CeIO2 in a non-equilibrium geometry (the ωB97M-V functional and the def2-TZVPD basis, OMol25).

```
51
Properties=species:S:1:pos:R:3:forces:R:3
H -1.625 -2.845 3.843 -0.2 0.5 -0.2
C -2.395 -1.330 2.363 0.3 0.3 0.4
C 1.213 -2.146 -3.578 0.4 0.3 0.4
O -0.030 0.239 0.201 0.7 0.0 0.1
H -2.820 -1.950 1.567 0.3 0.3 0.4
C 1.010 1.915 3.119 0.6 -0.4 -0.1
H 3.650 -0.092 2.490 -0.3 0.2 0.2
C -1.036 2.495 0.251 -0.3 -0.3 0.3
H -2.860 1.247 -1.390 0.1 -0.1 0.1
Ce 0.363 -0.633 2.536 -0.5 0.2 -0.8
H -0.306 0.988 -2.646 0.1 0.2 0.3
H 2.306 1.941 1.282 -0.2 -0.2 0.2
H 0.348 2.770 2.958 0.1 -0.5 0.0
H 1.926 0.604 -0.646 -0.2 -0.1 0.1
C -1.790 -1.802 3.562 -0.1 0.4 0.2
H -2.659 0.174 0.035 -0.1 0.1 -0.5
H -1.571 3.232 -0.369 0.2 -0.2 0.3
H -0.944 -0.694 5.330 -0.1 -0.1 -0.2
H 2.539 -0.459 4.945 -0.1 0.3 -0.4
H 2.147 -1.781 -3.109 -0.3 0.0 -0.1
C 2.205 0.239 4.181 -0.1 0.6 -0.1
C -1.777 0.517 3.616 -0.6 -0.8 -0.1
C -2.191 0.543 -0.883 -0.1 -0.2 0.3
H -2.981 0.764 1.756 0.5 -0.3 0.2
C 0.602 -1.181 -5.751 -0.4 -0.4 0.3
I 1.445 -3.024 3.950 -0.1 0.1 -0.5
H -0.180 -1.653 -6.351 0.1 0.2 -0.1
H -1.680 1.547 3.948 -0.1 -0.3 0.0
H 1.075 -3.271 -5.446 0.4 0.2 0.1
H 0.935 -0.718 -1.364 0.1 0.3 -0.2
H -0.054 2.884 0.550 -0.3 0.0 -0.2
C 1.087 1.121 4.308 0.8 0.1 -0.1
H 0.950 -3.078 -3.048 -0.1 0.3 -0.4
H -1.629 2.277 1.150 0.2 0.4 -0.1
C 2.796 0.452 2.896 -0.7 0.2 0.2
H 0.554 2.317 -1.748 -0.1 -0.3 -0.2
H 0.415 0.591 -4.505 0.0 -0.5 0.2
H 2.501 -2.161 -5.339 -0.3 -0.3 0.1
H -2.009 -0.316 -1.528 0.0 0.0 -0.1
C 0.921 0.287 -0.950 0.4 -0.5 0.3
C 0.090 1.326 -1.692 0.2 -0.2 0.3
C 2.058 1.489 2.241 -0.1 -0.1 0.9
H -1.115 -0.230 -4.744 0.3 -0.4 0.3
C -0.040 -0.418 -4.578 0.2 0.5 0.0
C -2.428 0.097 2.419 0.4 -0.2 0.8
O 0.163 -1.177 -3.345 0.0 -0.2 -1.7
H 1.212 -0.543 -6.398 -0.3 0.0 0.2
C -1.399 -0.664 4.344 -0.6 -0.1 -0.5
C -0.888 1.205 -0.523 -0.6 0.8 -0.4
H 0.452 1.202 5.191 0.3 0.1 -0.4
C 1.442 -2.297 -5.097 -0.3 -0.1 0.2
```
Forces are in eV/Å.

Values from the calculation:
HOMO energy (alpha / beta)	-11.7 / -11.7	eV
Kohn-Sham gap (alpha / beta)	6.901 / 6.900	eV
E_LUMO (alpha / beta)	-4.797 / -4.799	eV
net charge	+1

3.
# C6H12N2O4S2

A molecular structure, C6H12N2O4S2 in a non-equilibrium geometry (the ωB97M-V functional and the def2-TZVPD basis, OMol25).

```
26
Properties=species:S:1:pos:R:3:forces:R:3
C -1.484 0.594 0.301 -1.0 -0.1 -1.1
H -1.001 2.949 -2.343 -0.2 -0.2 1.2
O 0.809 -2.515 -1.290 -0.4 0.0 -0.4
H 0.502 1.000 -2.259 -0.4 -2.0 -2.0
O 2.124 -2.426 3.156 0.0 0.0 -0.6
O 2.544 -1.398 -0.114 -0.4 -0.8 1.2
H -0.873 -1.815 0.870 0.7 -0.2 -0.4
H -1.203 1.193 1.140 -0.6 0.7 1.4
C 0.048 -1.216 0.760 -2.6 0.4 -2.5
H 1.240 2.450 -1.890 0.3 -0.6 1.1
H 0.155 -0.844 1.689 1.5 0.7 3.6
O -0.257 -2.936 2.860 0.9 -0.5 -0.3
C -1.910 1.531 -0.885 0.3 -2.3 -1.2
H -2.249 -0.218 0.533 0.6 1.4 -0.1
S 1.172 -3.431 2.569 -1.0 -0.5 1.3
C 0.827 0.856 -0.200 1.4 -0.2 -3.4
H -0.566 3.172 -0.528 -0.5 0.2 -0.7
H -2.038 0.780 -1.733 -0.3 0.9 0.8
N 1.298 -3.502 0.857 0.7 -0.2 1.5
C -0.811 2.453 -1.347 1.9 -0.2 0.2
N -0.295 -0.070 -0.085 1.9 0.0 -0.4
H 1.166 1.592 0.492 -0.7 0.5 2.1
H 1.765 0.275 -0.377 -1.0 0.2 0.1
C 0.550 1.663 -1.480 -0.8 2.6 0.7
S 1.311 -2.216 0.052 0.8 0.2 -2.5
H -2.820 2.077 -0.747 -0.8 0.2 0.4
```
Forces are in eV/Å.

Values from the calculation:
HOMO energy	0.2	eV
Kohn-Sham gap	5.169	eV
E_LUMO	5.380	eV
net charge	-2

4.
# C9H32BeNO8

A molecular structure, C9H32BeNO8 in a non-equilibrium geometry (the ωB97M-V functional and the def2-TZVPD basis, OMol25).

```
51
Properties=species:S:1:pos:R:3:forces:R:3
C -14.009 -8.342 11.996 -0.3 -1.3 -0.3
H -9.068 -14.443 7.180 -0.3 -0.2 0.1
H -9.955 -7.772 11.472 -0.1 -0.4 -0.1
H -11.377 -9.981 14.602 -0.4 0.5 0.3
H -13.985 -9.639 13.728 -0.4 -0.2 0.0
H -13.394 -7.235 10.284 0.0 0.0 -0.2
C -11.849 -8.668 10.684 -0.6 1.4 -1.6
O -8.129 -11.501 9.057 0.1 -0.4 0.1
O -10.580 -10.640 11.077 0.1 -0.9 -1.5
O -12.074 -13.294 7.198 0.2 0.1 0.2
H -11.732 -15.691 9.495 0.2 0.0 0.1
H -8.276 -13.327 7.866 -0.1 0.3 0.3
C -11.442 -8.691 9.169 0.2 -0.5 0.7
O -9.173 -13.662 7.732 -0.2 0.4 0.2
H -11.377 -12.186 13.064 -0.2 -0.1 -0.2
H -14.411 -10.521 12.243 -0.2 0.2 -0.2
H -13.162 -12.191 12.574 0.6 -0.5 -0.5
H -10.492 -9.197 13.329 0.0 0.1 0.1
H -12.720 -11.659 14.105 0.3 0.1 0.2
H -11.888 -13.107 6.272 -0.1 0.1 0.0
O -12.998 -11.929 9.666 0.3 -0.4 -0.4
H -11.364 -7.184 12.310 -0.2 -0.4 0.1
H -13.669 -7.498 12.595 -0.1 -0.2 0.3
H -12.728 -14.537 9.412 0.0 0.2 0.3
H -12.969 -11.111 10.202 0.7 0.3 0.4
H -13.914 -12.217 9.701 0.0 -0.1 -0.2
H -12.013 -8.423 13.811 0.2 0.0 0.7
C -13.347 -8.271 10.626 0.1 0.5 1.1
H -11.026 -6.609 10.763 -0.1 -0.3 -0.5
H -10.357 -8.745 9.089 0.0 -0.1 -0.2
H -11.815 -7.801 8.661 0.1 0.2 0.3
H -12.157 -14.252 7.241 0.1 0.0 0.1
O -10.390 -10.918 7.211 0.1 -0.6 0.1
C -11.498 -9.373 13.707 0.1 -1.0 -1.3
H -7.743 -11.456 9.939 -0.2 0.0 0.1
H -11.900 -9.528 8.640 0.0 -0.2 0.3
N -11.770 -9.981 11.274 0.0 -2.1 -0.5
O -9.727 -13.795 11.479 0.1 0.0 -0.3
H -10.080 -14.619 11.826 -0.1 0.0 -0.1
O -11.792 -14.731 9.540 0.0 0.2 -0.2
Be -10.647 -12.435 9.180 -0.5 1.2 0.7
C -11.012 -7.537 11.341 0.0 0.5 0.3
C -13.778 -9.737 12.661 1.2 1.1 0.2
H -7.525 -11.001 8.498 -0.2 0.2 -0.1
H -13.949 -8.868 9.937 0.4 -0.3 -0.2
H -15.087 -8.284 11.837 0.0 0.5 0.3
C -12.291 -10.218 12.621 -0.6 1.2 1.3
H -9.354 -13.346 12.244 -0.1 0.2 -0.1
H -10.329 -11.564 6.501 0.2 0.0 0.0
C -12.340 -11.683 13.082 -0.5 0.6 -0.1
H -10.798 -10.145 6.805 -0.1 0.1 0.3
```
Forces are in eV/Å.

Values from the calculation:
HOMO energy	-9.2	eV
Kohn-Sham gap	5.361	eV
E_LUMO	-3.879	eV
net charge	+1

5.
# C8H18O3PS2

2 unconnected molecules or ions with the total composition C8H18O3PS2 in a non-equilibrium geometry (the ωB97M-V functional and the def2-TZVPD basis, OMol25).

```
32
Properties=species:S:1:pos:R:3:forces:R:3
H 0.866 -0.457 0.399 0.5 0.4 0.6
C 1.495 0.103 1.134 -1.0 0.1 -0.4
C -3.123 -2.240 -2.247 0.2 -0.9 -0.3
H 4.469 2.874 -0.872 -0.5 -0.8 0.1
O -3.657 -1.054 -1.635 0.2 0.5 0.4
C 3.739 2.067 -0.622 0.1 0.3 0.9
H 0.465 2.044 1.597 0.8 -0.2 -0.4
H 2.551 -0.197 0.978 -0.7 0.2 0.3
H 1.095 -0.169 2.134 0.7 0.0 -0.6
H -3.373 1.602 -0.967 0.0 -0.1 0.0
H -3.324 -4.385 -2.150 0.0 0.1 -0.1
H 3.016 1.942 -1.455 0.5 0.0 0.5
H -3.585 1.439 0.799 0.0 -0.1 0.0
H -2.030 -2.216 -2.234 0.0 0.2 0.1
H -3.433 -2.213 -3.292 -0.1 0.3 0.1
C 4.797 0.721 2.416 -0.1 1.1 -0.4
C -3.653 -3.504 -1.598 0.0 0.0 0.3
H -3.300 -3.598 -0.571 0.0 0.0 -0.1
C -3.808 1.000 -0.173 0.0 0.1 -0.1
H -4.744 -3.490 -1.565 0.0 0.0 -0.1
H 5.086 3.183 2.523 -0.5 -0.5 -0.5
O -3.695 -1.406 0.809 0.5 0.0 0.0
S 4.013 2.320 2.570 0.7 -2.4 0.9
S -3.084 -0.610 -0.210 -0.8 0.2 -0.6
C 1.239 1.644 0.898 0.1 -1.1 0.3
C 5.224 -0.339 2.021 -0.2 0.3 -0.6
P 2.762 2.719 0.852 -0.7 1.0 -1.9
O -1.654 -0.483 -0.301 0.1 -0.2 0.2
H 0.780 1.747 -0.121 0.7 0.4 0.7
H -4.884 0.904 -0.300 0.1 0.0 0.0
H 5.565 -1.229 1.478 -0.2 0.7 0.9
H 4.259 1.119 -0.350 -0.4 0.6 -0.5
```
Forces are in eV/Å.

Values from the calculation:
HOMO energy	-13.0	eV
Kohn-Sham gap	8.903	eV
E_LUMO	-4.057	eV
net charge	+1

6.
# C4H13BClCoNOP2S

A molecular structure, C4H13BClCoNOP2S in a non-equilibrium geometry (the ωB97M-V functional and the def2-TZVPD basis, OMol25).

```
25
Properties=species:S:1:pos:R:3:forces:R:3
B -1.714 -0.237 -0.377 0.5 -0.5 0.8
N -0.740 -1.184 -0.707 -0.4 0.4 -1.0
H 1.296 -1.423 -1.142 0.0 -0.1 -0.1
H 4.236 0.291 -0.812 0.1 -0.1 -0.2
H -1.586 0.469 2.317 0.2 -0.2 0.1
P -2.433 1.096 -1.706 -0.1 0.1 0.0
C 0.655 -0.603 -0.836 0.4 -0.6 0.3
P -2.467 -0.204 1.450 -1.1 0.6 0.0
C 1.164 -0.023 0.463 0.3 0.6 0.2
C 2.414 0.842 0.229 0.0 -0.5 -0.4
O -3.354 2.195 -1.067 0.2 0.0 0.0
S -4.339 0.206 1.536 0.2 0.0 -0.1
Co -2.360 -3.218 2.112 -0.1 -0.6 0.1
H 2.503 1.575 1.020 0.1 0.1 0.2
H -2.858 2.883 -0.590 -0.3 0.3 0.1
H 4.373 0.164 0.907 0.0 -0.1 0.2
H -0.966 -1.605 -1.612 0.2 -0.2 0.0
H 2.260 1.395 -0.696 -0.1 0.3 0.0
H 3.463 -1.058 0.019 0.1 -0.2 0.0
H 1.424 -0.817 1.157 -0.2 -0.2 0.2
H 0.701 0.130 -1.642 -0.3 0.2 0.0
Cl -3.586 0.119 -2.925 -0.1 -0.2 -0.2
H 0.408 0.603 0.950 -0.2 0.0 0.0
H -2.187 -1.597 1.874 0.6 0.6 -0.1
C 3.694 0.000 0.080 -0.1 0.5 0.0
```
Forces are in eV/Å.

Values from the calculation:
HOMO energy (alpha / beta)	-16.1 / -16.2	eV
Kohn-Sham gap (alpha / beta)	6.900 / 5.713	eV
multiplicity	4
E_LUMO (alpha / beta)	-9.223 / -10.459	eV
net charge	+2

Number 1: electronic energy -1795.61519 a.u.. Number 2: electronic energy -1663.82789 a.u.. Number 3: electronic energy -1442.57080 a.u.. Number 4: electronic energy -1033.18603 a.u.. Number 5: electronic energy -1678.67325 a.u.. Number 6: electronic energy -3238.16338 a.u..